Molecular formula: C27H36CrGeN3O5PSSe
Method: DFT, ωB97M-V/def2-TZVPD

Values from the calculation:
total charge = +1
gap between HOMO and LUMO (alpha / beta) = 7.4 / 7.9 eV
ΔE to the lowest compared entry with this formula, charge and spin = 56.8 kJ/mol
multiplicity = 2
LUMO (alpha / beta) = -3.728 / -3.268 eV
<S²> = 0.758
M = 749.21 g/mol

Structure (XYZ):
```
76
Properties=species:S:1:pos:R:3:lowdin_charge:R:1
Cr -0.6372 0.4520 -0.1125 0.637
S -4.2254 -1.1526 2.0172 1.167
C -4.0293 0.4932 2.5621 -0.437
C -4.7113 1.1553 3.5696 -0.075
C -4.3913 2.4777 3.8084 -0.064
C -3.4351 3.1310 3.0333 -0.052
C -2.7632 2.4811 2.0203 0.004
C -3.0323 1.1323 1.7986 -0.280
N -2.4311 0.3193 0.8747 0.005
C -2.9637 -0.8856 0.8608 -0.501
C -2.3901 -1.8730 -0.0030 -0.249
C -2.9993 -3.0873 -0.3192 -0.026
C -2.3860 -3.9331 -1.2180 -0.059
C -1.1759 -3.5609 -1.7882 -0.063
C -0.5714 -2.3625 -1.4431 -0.132
C -1.1394 -1.4851 -0.5257 -0.183
H -5.4672 0.6426 4.1422 0.114
H -4.8965 3.0160 4.5952 0.113
H -3.2176 4.1694 3.2206 0.114
H -2.0667 3.0056 1.3844 0.108
H -3.9501 -3.3425 0.1221 0.107
H -2.8558 -4.8667 -1.4851 0.112
H -0.7069 -4.2093 -2.5115 0.106
H 0.3767 -2.1067 -1.9177 0.065
C 0.0553 -1.2372 3.2960 0.034
C 0.2888 0.1922 2.9855 -0.305
N 0.1486 0.7655 1.7976 0.064
C 0.5148 2.0833 1.9538 -0.137
C 0.8838 2.3020 3.2575 -0.048
N 0.7207 1.0964 3.8842 0.210
C 1.4174 3.4737 4.0194 -0.484
O 1.6232 4.5773 3.3507 0.152
O 1.6520 3.3255 5.1930 0.122
C 0.3992 3.0180 0.7970 -0.598
O 0.8202 4.1726 0.8989 0.076
O -0.1469 2.5058 -0.2184 -0.114
H -0.4023 -1.7269 2.4378 0.079
H -0.6024 -1.3349 4.1572 0.097
H 1.0028 -1.7243 3.5314 0.097
H 0.9144 0.9692 4.8684 0.186
H 1.3683 4.5445 2.3737 0.083
C 5.0035 -3.2597 -0.0258 -0.214
Ge 3.3959 -2.8216 -1.1052 0.833
C 3.8187 -1.8392 -2.7732 -0.228
C 2.3834 -4.4808 -1.5296 -0.208
C 2.2547 -1.5687 0.0247 -0.499
Se 1.6515 0.0290 -0.9418 1.003
C 2.9867 1.2296 -0.1863 -0.288
H 5.6318 -3.9529 -0.5771 0.019
H 4.7087 -3.7432 0.9022 0.019
H 5.5964 -2.3805 0.2081 0.016
H 4.0494 -2.5333 -3.5750 0.021
H 4.6678 -1.1763 -2.6401 0.020
H 2.9626 -1.2368 -3.0747 -0.028
H 2.0246 -4.4518 -2.5549 0.015
H 1.5331 -4.6303 -0.8700 0.011
H 3.0443 -5.3396 -1.4333 0.020
H 2.8116 -1.2131 0.8910 0.021
H 1.3532 -2.0669 0.3786 -0.001
H 3.9738 0.9307 -0.5418 0.044
H 2.9476 1.1654 0.9014 0.037
H 2.7824 2.2513 -0.5033 0.042
C -2.5007 2.5679 -3.6488 -0.140
P -1.0795 1.4977 -3.2807 0.642
C 0.4085 2.5562 -3.1997 -0.150
C -0.8711 0.3183 -4.6524 -0.138
O -1.3456 0.6907 -2.0381 -0.424
H -2.3223 3.1538 -4.5439 0.060
H -2.6811 3.2339 -2.8087 0.064
H -3.3753 1.9384 -3.7905 0.062
H 0.4019 3.2569 -4.0296 0.063
H 1.3146 1.9487 -3.2474 0.041
H 0.3939 3.1147 -2.2633 0.043
H -0.7320 0.8257 -5.6004 0.060
H -1.7654 -0.2995 -4.6916 0.063
H -0.0198 -0.3278 -4.4478 0.053
```